(1)
Here is a structure of composition C24H50ClIP2Si2Zr in a non-equilibrium geometry from the Open Molecules 2025 dataset. Energies are from ωB97M-V/def2-TZVPD.

```
81
C24H50ClIP2Si2Zr, DFT ωB97M-V/def2-TZVPD
Zr -0.09317 0.20442 0.31477
C -2.00859 -0.00694 1.82393
C -2.51129 0.26206 0.51722
C -2.21958 -0.92625 -0.27686
Si -3.27954 1.90312 0.08486
C -1.48318 -1.84180 0.52604
C -1.29710 -1.24169 1.84760
Si -0.31210 -1.77901 3.33547
H -2.13951 0.64264 2.67819
H -2.57663 -1.10064 -1.29912
H -1.16485 -2.84533 0.24603
Cl 2.92388 -0.61995 -3.37547
C -0.84617 -0.75911 4.80205
C -0.62998 -3.60983 3.58534
C -3.70163 2.79901 1.66460
C -4.79640 1.55086 -0.95980
H -1.62730 -3.71881 4.03617
H 0.11527 -4.02319 4.27819
H -0.60484 -4.17548 2.64401
H -0.56918 0.29309 4.67192
H -0.35612 -1.14433 5.70258
H -1.93106 -0.83101 4.94206
H -5.58115 1.16522 -0.29235
H -4.60546 0.80778 -1.74602
H -5.15295 2.48302 -1.41885
H -4.33518 2.17172 2.30233
H -4.25530 3.71195 1.42133
H -2.79569 3.07220 2.21694
C 1.53112 -1.45420 3.03642
C -2.03572 2.96329 -0.87508
P 1.90276 -1.53832 1.24203
H 2.11097 -2.20043 3.60306
H 1.76218 -0.44220 3.41798
P -0.86352 1.89144 -1.79287
H -1.48043 3.57825 -0.14283
H -2.59554 3.62508 -1.55586
C 0.31531 3.00510 -2.70985
C -1.93551 1.23959 -3.18297
C 1.79070 -3.37645 0.90168
C 3.72755 -1.21929 1.03236
C 3.98270 0.17588 0.45454
H 4.05247 -1.96515 0.28834
C 4.50167 -1.40686 2.33329
H 4.14796 -0.72282 3.11475
H 5.56310 -1.19748 2.14163
H 4.43582 -2.42847 2.71934
H 3.59010 0.26943 -0.56626
H 5.07003 0.33597 0.39177
H 3.54406 0.97462 1.07379
H 0.75825 -3.64425 1.18346
C 2.75844 -4.21180 1.75358
C 1.97561 -3.70398 -0.58581
H 2.61968 -4.06016 2.83186
H 3.80655 -3.99632 1.48966
H 2.57184 -5.27821 1.54551
H 1.15602 -3.31460 -1.19676
H 1.99529 -4.79682 -0.71180
H 2.91264 -3.28779 -0.98449
H -2.75533 0.71027 -2.66867
C -1.19338 0.22491 -4.06314
C -2.54200 2.34959 -4.05397
H -3.14190 3.06597 -3.47795
H -3.21162 1.88160 -4.79396
H -1.75831 2.89281 -4.60570
H -0.94553 -0.69028 -3.51691
H -0.25493 0.63697 -4.46251
H -1.84117 -0.05573 -4.90695
C 1.70114 2.99811 -2.05658
C -0.21013 4.43141 -2.83344
H 0.40362 2.54781 -3.70901
H -0.37649 4.88618 -1.84915
H -1.14538 4.48779 -3.39767
H 0.53371 5.03298 -3.37364
H 1.66920 3.29697 -0.99629
H 2.34928 3.70225 -2.60112
H 2.17740 2.01127 -2.12694
C 0.81153 -0.65163 -1.47780
H 0.28967 -1.49918 -1.95127
H 0.90726 0.14296 -2.23502
H 1.83136 -0.98545 -1.23001
I 0.86472 2.32564 1.86409
```

Results
LUMO ... -0.73 eV
HOMO-LUMO gap ... 5.701 eV

(2)
Here is a structure of composition C6H12OPPd in a non-equilibrium geometry from the Open Molecules 2025 dataset. Energies are from ωB97M-V/def2-TZVPD.

```
21
C6H12OPPd, DFT ωB97M-V/def2-TZVPD
C -1.72980 -0.12567 0.58231
C -2.54364 1.09705 0.49347
C -1.88302 1.98089 1.31050
C -0.69888 1.44228 1.83858
C -0.69871 0.03984 1.38723
Pd -0.64456 1.42339 -0.18231
P -0.20128 -0.71923 -1.82300
H -2.42182 -0.88486 -0.17643
H -3.47266 1.47150 -0.06231
H -1.97590 3.04883 1.24836
H 0.39538 -0.40557 1.73287
H -0.01686 2.13173 2.47325
H 0.84300 -0.44747 -2.71588
H -1.25566 -1.08002 -2.69184
H 0.14652 -1.94088 -1.21019
C 2.79000 -1.50682 -0.51124
O 2.25265 -0.17455 -0.46799
H 3.07264 -1.68293 -1.54934
H 1.99411 -2.19770 -0.22318
H 3.68050 -1.62121 0.12341
H 2.36801 0.15139 0.42373
```

Results
LUMO (alpha / beta) ... -2.75 / -7.79 eV
HOMO-LUMO gap (alpha / beta) ... 6.274 / 6.703 eV
Total charge ... +1
Multiplicity ... 5

(3)
Here is a structure of composition C5H14N2 in a non-equilibrium geometry from the Open Molecules 2025 dataset. Energies are from ωB97M-V/def2-TZVPD.

```
21
C5H14N2, DFT ωB97M-V/def2-TZVPD
C -1.70705 -2.15484 -1.39223
C -1.64325 -0.66951 -1.01544
N -0.52340 -0.39060 -0.18670
C -0.64621 0.61592 0.63859
C 0.51503 1.63404 0.68543
N 1.68871 1.30301 -0.01849
C 2.59662 0.30327 0.48799
H -2.44119 -2.25854 -2.18766
H -0.79100 -2.42953 -1.91463
H -1.98211 -2.90076 -0.65626
H -1.38660 -0.19207 -1.97726
H -2.65965 -0.33610 -0.78291
H -0.60024 -0.02000 1.82327
H -1.57152 1.19075 0.67627
H -0.38234 -0.35139 2.53813
H 0.77455 1.96221 1.70103
H 0.17668 2.61924 0.34113
H 2.10175 2.01867 -0.58843
H 3.57740 0.54530 0.10534
H 2.28111 -0.68853 0.14977
H 2.62273 0.19946 1.57307
```

Results
LUMO (alpha / beta) ... -3.94 / -7.89 eV
HOMO-LUMO gap (alpha / beta) ... 9.248 / 5.291 eV
Total charge ... +1
Multiplicity ... 2

(4)
Here is a cluster of 14 separate species, C42H95N5O23 in total in a non-equilibrium geometry from the Open Molecules 2025 dataset. Energies are from ωB97M-V/def2-TZVPD.

```
165
C42H95N5O23, DFT ωB97M-V/def2-TZVPD
C 3.29125 -1.99593 -0.27518
C 1.91636 -1.26663 0.01841
C 1.17131 -0.79638 -1.15486
O 1.01143 -1.91784 -1.98345
C 0.83502 -1.60325 -3.30318
N 0.98422 -2.16255 0.82071
H 1.23728 -3.19696 0.76602
H 1.09567 -1.80680 1.83894
H -0.00813 -2.15643 0.59695
H 3.22498 -2.77196 -1.01309
H 3.59332 -2.50929 0.66659
H 4.01734 -1.25456 -0.55156
H 2.14895 -0.43800 0.65176
H 1.78613 -0.07379 -1.61640
H 0.22088 -0.33996 -0.93162
H 1.20346 -2.41200 -3.90961
H 1.38487 -0.71051 -3.66154
H -0.20101 -1.38325 -3.47708
C -3.68861 2.51053 0.99219
N -2.98847 1.26187 0.49519
C -4.09036 0.34758 -0.17787
C -2.02624 1.59000 -0.63979
C -2.53960 0.43936 1.64802
C -1.35168 0.90893 2.35629
O -0.24437 0.45352 1.66453
H -3.00826 3.08398 1.55906
H -4.56555 2.25459 1.65208
H -4.08870 2.99551 0.08112
H -4.98857 0.21378 0.39329
H -3.62621 -0.59103 -0.21528
H -4.30714 0.77126 -1.19337
H -1.09573 2.04305 -0.26477
H -2.56190 2.40770 -1.19243
H -1.71945 0.74328 -1.22184
H -2.35192 -0.53087 1.18466
H -3.44260 0.42642 2.25814
H -1.46170 0.62754 3.40510
H -1.33047 2.00081 2.36437
H 0.34842 0.10532 2.36076
C -4.18787 2.88609 -8.01310
N -4.22334 2.91456 -6.49512
C -4.12856 4.35708 -6.04678
C -5.58432 2.44515 -6.04642
C -3.06064 2.14490 -5.98516
C -2.96355 2.17171 -4.41273
O -3.90673 1.40258 -3.72095
H -4.95224 3.51054 -8.45208
H -4.24166 1.86052 -8.41854
H -3.25581 3.32508 -8.39841
H -3.15132 4.62251 -6.30530
H -4.27322 4.38977 -5.00664
H -4.91210 4.88520 -6.60478
H -5.59375 2.38097 -4.96517
H -5.78688 1.49251 -6.44458
H -6.22442 3.21124 -6.39664
H -2.09535 2.51213 -6.41747
H -3.18168 1.11785 -6.33198
H -2.83273 3.21748 -4.09044
H -1.98536 1.85484 -4.19623
H -4.36712 2.06696 -3.13950
C 4.61977 1.51918 2.57903
N 5.35736 2.25981 3.64972
C 5.83524 1.17312 4.57402
C 6.55053 3.02811 3.12350
C 4.59042 3.29318 4.44285
C 3.46682 2.69015 5.17296
O 2.81985 3.79410 5.93056
H 5.33805 0.94001 1.96675
H 4.00578 2.14927 1.90232
H 3.93158 0.82941 3.04390
H 6.37347 0.42474 4.00121
H 5.07342 0.70797 5.20388
H 6.61277 1.58479 5.24823
H 6.11142 3.82502 2.49072
H 7.26218 2.42591 2.58478
H 7.11090 3.48932 3.98658
H 4.21412 3.99190 3.63850
H 5.27782 3.72280 5.15288
H 3.79151 1.93196 5.84558
H 2.73278 2.22174 4.46740
H 3.35584 4.05260 6.67464
C -1.30717 -2.56047 3.61850
N -2.41109 -3.61958 3.70156
C -2.03624 -4.62383 4.84340
C -3.75711 -3.01260 4.00449
C -2.32746 -4.30217 2.39656
C -3.36058 -5.38328 2.08187
O -4.66728 -4.89025 1.83301
H -1.54250 -1.89978 2.76145
H -0.35987 -3.06354 3.54417
H -1.19993 -2.01962 4.53453
H -1.11164 -5.05743 4.47841
H -2.87855 -5.32516 4.84793
H -2.03612 -4.09453 5.80038
H -4.57270 -3.51644 3.44103
H -3.62808 -1.92954 3.87721
H -3.83882 -3.16556 5.08538
H -1.32209 -4.68254 2.31060
H -2.31289 -3.50543 1.61007
H -3.53224 -6.11978 2.84447
H -2.93146 -5.83463 1.22427
H -4.51037 -4.18096 1.19511
C -2.23137 -3.81148 -1.85891
C -2.71021 -2.99792 -0.59403
O -1.80459 -2.31743 -0.01049
O -3.89955 -3.20562 -0.31115
H -2.52442 -3.19835 -2.66601
H -2.70996 -4.74643 -1.88064
H -1.21297 -3.95755 -1.87573
C 1.52565 -6.98011 1.34709
C 0.95344 -5.76296 2.14710
O 0.96185 -4.63072 1.65646
O 0.44048 -6.01956 3.23268
H 0.61250 -7.50928 0.99866
H 2.14480 -7.55010 1.96152
H 1.97123 -6.63969 0.42263
C -7.01000 4.16501 -2.43689
C -5.86445 3.87552 -1.48712
O -4.91646 3.03442 -1.86415
O -5.84961 4.35731 -0.34291
H -7.36242 5.23361 -2.29009
H -7.81780 3.48052 -2.24326
H -6.69099 4.08179 -3.44420
C 2.84186 -1.50132 5.12689
C 1.70643 -0.87637 4.25321
O 1.91298 -0.78919 3.00273
O 0.59939 -0.63530 4.69013
H 2.72324 -1.28091 6.16048
H 3.80691 -1.25101 4.78968
H 2.55861 -2.58188 4.97494
C 9.00624 -1.09490 0.62713
C 7.98893 -0.06046 1.25511
O 7.07159 -0.51397 1.99276
O 8.27886 1.09883 0.97919
H 8.94470 -2.10741 1.13859
H 10.01334 -0.68543 0.71206
H 8.81213 -1.16232 -0.44741
C -8.68007 5.09317 -5.89155
C -8.56441 3.94233 -7.04642
O -9.53212 3.18912 -7.04675
O -7.49102 3.92697 -7.64364
H -9.59314 5.58333 -6.02160
H -7.87530 5.77998 -5.81087
H -8.72778 4.46211 -5.00870
C 9.08517 -8.41672 -3.01399
C 9.84331 -9.64908 -3.57029
O 9.77906 -9.88314 -4.80444
O 10.27134 -10.38348 -2.66668
H 8.27079 -8.06379 -3.66196
H 9.71470 -7.49027 -2.88720
H 8.74219 -8.64483 -1.99624
C 5.57920 3.53397 9.34119
C 5.96150 3.45724 7.86954
O 7.01257 2.84464 7.61848
O 5.19740 3.97542 7.05331
H 6.34151 3.05670 10.01916
H 4.58000 3.05668 9.40622
H 5.48324 4.65067 9.52352
C -0.73157 6.25819 -7.40254
C -0.77348 4.73279 -7.55676
O -1.23731 4.23003 -8.62339
O -0.38749 4.09297 -6.54209
H 0.00064 6.71831 -8.07732
H -0.49202 6.57347 -6.36069
H -1.71024 6.60930 -7.73204
```

Results
LUMO ... 5.14 eV
HOMO-LUMO gap ... 6.156 eV
Total charge ... -4

no.,E (eV),M (u)
1,-81940.257,710.37
2,-21214.604,237.56
3,-8379.740,102.18
4,-99636.113,1038.23